Below is a molecular structure, C38H40CaN10O8S at a distorted geometry, with properties calculated with wB97M-V/def2-TZVPD.

Computed properties:
- E_LUMO: 0.2 eV
- Frontier orbital gap: 6.5 eV
- Total energy: -100612.8199 eV

Positions of all 98 atoms, in Å:
Ca1 -0.204 0.664 -0.755
O1 2.376 -3.600 0.311
C1 1.557 -2.497 0.159
O2 2.216 -1.251 0.246
C2 0.205 -2.544 0.265
C3 -0.454 -3.841 0.378
C4 -1.776 -3.917 0.613
C5 -2.546 -2.715 0.722
C6 -1.896 -1.537 0.510
N1 -0.556 -1.389 0.284
C7 -2.655 -0.241 0.580
O3 -3.932 -0.223 0.871
O4 -2.081 0.833 0.457
H1 2.558 -3.737 1.250
H2 0.145 -4.734 0.266
H3 -2.259 -4.880 0.707
H4 -3.599 -2.761 0.935
H5 -4.407 -0.994 0.425
N2 7.439 0.375 -3.650
C8 6.561 0.083 -2.968
C9 5.458 -0.293 -2.127
C10 4.730 -1.444 -2.419
C11 3.651 -1.818 -1.638
C12 3.298 -1.021 -0.549
C13 4.046 0.113 -0.233
C14 5.114 0.483 -1.022
H6 5.020 -2.053 -3.265
H7 3.094 -2.712 -1.862
H8 3.771 0.697 0.632
H9 5.686 1.370 -0.785
N3 1.711 0.564 -2.320
C15 1.577 0.065 -3.355
N4 1.365 -0.489 -4.517
C16 2.354 -1.362 -5.150
C17 1.602 -2.444 -5.907
O5 0.691 -1.872 -6.824
C18 -0.304 -1.119 -6.151
C19 0.311 0.042 -5.388
H10 3.001 -1.780 -4.380
H11 2.963 -0.771 -5.844
H12 1.064 -3.090 -5.202
H13 2.295 -3.052 -6.487
H14 -0.865 -1.767 -5.466
H15 -0.981 -0.744 -6.917
H16 -0.432 0.534 -4.762
H17 0.751 0.767 -6.082
O6 -5.138 -1.870 -1.056
S1 -4.589 -1.616 -2.374
O7 -5.520 -1.411 -3.444
N5 -3.465 -0.440 -2.294
C20 -2.261 -0.919 -2.553
O8 -1.200 -0.244 -2.531
C21 -2.214 -2.395 -2.828
C22 -1.106 -3.196 -3.026
C23 -1.320 -4.554 -3.230
C24 -2.608 -5.083 -3.220
C25 -3.717 -4.279 -2.986
C26 -3.482 -2.933 -2.788
H18 -0.112 -2.771 -2.993
H19 -0.479 -5.216 -3.384
H20 -2.745 -6.144 -3.379
H21 -4.715 -4.691 -2.954
C27 0.931 1.305 2.307
N6 0.443 2.264 1.289
C28 -0.622 3.069 1.923
N7 -0.143 3.776 3.104
C29 0.354 2.785 4.059
N8 1.436 1.974 3.498
C30 2.517 2.872 3.096
N9 2.078 3.870 2.119
C31 1.553 3.174 0.953
C32 0.977 4.632 2.716
H22 1.717 0.689 1.868
H23 0.101 0.648 2.576
H24 -1.443 2.404 2.193
H25 -0.986 3.792 1.188
H26 -0.467 2.127 4.351
H27 0.724 3.303 4.947
H28 3.328 2.282 2.665
H29 2.896 3.389 3.980
H30 2.352 2.595 0.482
H31 1.185 3.908 0.232
H32 0.625 5.371 1.992
H33 1.347 5.155 3.600
C33 -1.585 6.574 -3.771
C34 -1.186 5.283 -3.120
C35 -2.112 4.508 -2.429
C36 -1.704 3.328 -1.835
N10 -0.447 2.877 -1.885
C37 0.439 3.616 -2.551
C38 0.118 4.810 -3.173
H34 -1.849 7.315 -3.016
H35 -2.459 6.431 -4.405
H36 -0.780 6.981 -4.378
H37 -3.148 4.808 -2.355
H38 -2.422 2.713 -1.301
H39 1.449 3.224 -2.585
H40 0.886 5.361 -3.699

Mulliken population analysis, charges in e, atoms 1 to 5:
1 Ca 2.449
2 O -0.578
3 C 0.095
4 O -0.049
5 C 0.021



Below is 2 unconnected molecules or ions with the total composition C38H40F3N3O3S at a distorted geometry, with properties calculated with wB97M-V/def2-TZVPD.

Computed properties:
- E_LUMO: -1.3 eV
- Frontier orbital gap: 5.0 eV
- Total energy: -69653.6969 eV

Positions of all 88 atoms, in Å:
C1 -2.570 -4.952 2.988
N1 -2.181 -3.576 2.785
C2 -2.274 -2.649 3.786
O1 -2.746 -2.850 4.904
C3 -1.709 -1.339 3.238
C4 -0.490 -0.865 4.042
C5 -0.893 -0.371 5.413
C6 -1.592 0.833 5.515
C7 -2.052 1.274 6.757
C8 -1.824 0.500 7.899
C9 -1.120 -0.708 7.795
C10 -0.633 -1.131 6.558
N2 -1.402 -1.678 1.844
C11 -1.007 -0.741 0.958
C12 -0.440 -1.018 -0.287
C13 -0.369 -0.094 -1.330
C14 0.080 -0.483 -2.646
C15 -0.564 0.010 -3.812
C16 -0.352 -0.561 -5.052
C17 0.705 -1.508 -5.230
N3 1.039 -1.984 -6.462
C18 1.986 -3.070 -6.630
C19 0.357 -1.592 -7.677
C20 1.434 -1.926 -4.080
C21 1.133 -1.424 -2.828
C22 -1.507 -3.123 1.572
C23 -0.118 -3.786 1.486
C24 -2.375 -3.452 0.352
H1 -2.883 -5.088 4.026
H2 -3.400 -5.212 2.318
H3 -1.739 -5.630 2.761
H4 -2.514 -0.581 3.273
H5 0.223 -1.703 4.135
H6 0.008 -0.058 3.480
H7 -1.781 1.412 4.610
H8 -2.592 2.219 6.820
H9 -2.195 0.837 8.868
H10 -0.959 -1.331 8.675
H11 -0.087 -2.073 6.455
H12 -1.179 0.302 1.252
H13 -0.093 -2.037 -0.500
H14 -0.909 0.847 -1.224
H15 -1.290 0.817 -3.707
H16 -0.997 -0.270 -5.887
H17 2.903 -2.892 -6.058
H18 1.566 -4.038 -6.318
H19 2.232 -3.121 -7.695
H20 -0.041 -0.573 -7.608
H21 1.093 -1.641 -8.489
H22 -0.467 -2.284 -7.926
H23 2.228 -2.672 -4.183
H24 1.714 -1.760 -1.963
H25 0.371 -3.759 2.472
H26 -0.239 -4.832 1.175
H27 0.534 -3.288 0.763
H28 -3.422 -3.225 0.589
H29 -2.076 -2.880 -0.528
H30 -2.286 -4.519 0.121
F1 -0.364 5.520 4.250
C25 -0.484 4.163 4.201
F2 0.352 3.654 5.158
F3 -1.769 3.868 4.614
C26 -0.211 3.602 2.836
C27 0.669 2.534 2.682
C28 0.936 2.052 1.406
C29 0.375 2.682 0.257
C30 0.781 2.309 -1.054
S1 0.635 3.471 -2.328
C31 2.165 3.421 -3.276
C32 3.222 4.263 -2.925
C33 4.396 4.249 -3.679
C34 4.497 3.416 -4.799
C35 3.425 2.597 -5.165
C36 2.252 2.611 -4.410
O2 -0.391 3.034 -3.255
O3 0.617 4.833 -1.845
C37 -0.636 3.677 0.474
C38 -0.894 4.142 1.746
H31 1.152 2.116 3.562
H32 1.636 1.222 1.259
H33 1.598 1.607 -1.214
H34 3.113 4.936 -2.076
H35 5.223 4.899 -3.391
H36 5.405 3.419 -5.399
H37 3.484 1.954 -6.044
H38 1.397 2.008 -4.705
H39 -1.205 4.100 -0.359
H40 -1.617 4.938 1.915

Mulliken population analysis, charges in e, atoms 1 to 5:
1 C -0.986
2 N 0.288
3 C 0.043
4 O -0.704
5 C 0.089



Below is a molecular structure, C38H40IrN2O4Si, with properties calculated with wB97M-V/def2-TZVPD.

Computed properties:
- Total charge: -2
- E_LUMO (spin up / spin down): 3.8 / 3.8 eV
- <S²>: 0.775
- Frontier orbital gap (spin up / spin down): 3.3 / 5.1 eV
- Total energy: -61940.6874 eV
- Spin multiplicity: 2

Positions of all 86 atoms, in Å:
Ir1 0.516 -0.864 -0.355
C1 4.902 -0.942 -0.882
C2 5.371 0.022 0.009
C3 4.471 0.637 0.858
C4 3.110 0.304 0.817
C5 2.600 -0.651 -0.091
C6 3.556 -1.262 -0.922
C7 2.175 0.906 1.791
C8 2.532 2.033 2.598
C9 1.664 2.511 3.528
C10 0.422 1.859 3.724
C11 -0.531 2.256 4.689
C12 -1.697 1.557 4.835
C13 -1.955 0.429 4.024
C14 -1.056 0.038 3.073
C15 0.145 0.759 2.889
N1 0.994 0.343 1.915
H1 5.595 -1.439 -1.553
H2 6.424 0.280 0.046
H3 4.845 1.361 1.573
H4 3.221 -2.011 -1.632
H5 3.479 2.527 2.438
H6 1.909 3.385 4.123
H7 -0.325 3.127 5.302
H8 -2.431 1.870 5.569
H9 -2.884 -0.116 4.142
H10 -1.217 -0.804 2.411
O1 1.980 1.629 -2.451
C16 1.453 1.948 -1.390
O2 0.612 1.324 -0.673
C17 1.853 3.299 -0.791
C18 2.991 3.941 -1.259
C19 3.416 5.141 -0.701
C20 2.696 5.724 0.328
C21 1.551 5.077 0.769
C22 1.122 3.871 0.242
N2 0.787 5.690 1.865
O3 -0.263 5.177 2.196
O4 1.253 6.689 2.402
H11 3.532 3.466 -2.068
H12 4.315 5.624 -1.066
H13 2.997 6.655 0.785
H14 0.243 3.368 0.622
C23 0.631 -2.575 -0.674
C24 0.911 -3.909 -0.887
C25 0.786 -4.868 0.176
C26 1.051 -6.197 -0.036
C27 1.457 -6.677 -1.294
C28 1.591 -5.752 -2.344
C29 1.331 -4.416 -2.164
H15 0.479 -4.513 1.152
H16 0.945 -6.892 0.792
H17 1.662 -7.729 -1.450
H18 1.907 -6.097 -3.324
H19 1.440 -3.718 -2.986
C30 -1.554 0.302 -2.921
Si1 -1.745 -0.638 -1.263
C31 -2.690 -2.269 -1.819
C32 -1.869 -2.886 -2.959
C33 -4.105 -2.063 -2.368
C34 -2.766 -3.283 -0.674
C35 -3.055 0.516 -0.338
C36 -4.119 1.137 -1.253
C37 -3.780 -0.227 0.788
C38 -2.278 1.690 0.268
H20 -2.457 0.293 -3.543
H21 -0.725 -0.122 -3.491
H22 -1.285 1.343 -2.721
H23 -1.906 -2.259 -3.853
H24 -2.271 -3.876 -3.222
H25 -0.825 -3.014 -2.682
H26 -4.125 -1.329 -3.179
H27 -4.808 -1.737 -1.600
H28 -4.486 -3.012 -2.776
H29 -1.775 -3.504 -0.277
H30 -3.208 -4.227 -1.028
H31 -3.384 -2.915 0.150
H32 -4.767 0.394 -1.717
H33 -3.658 1.724 -2.050
H34 -4.760 1.817 -0.670
H35 -4.508 -0.941 0.398
H36 -4.323 0.482 1.431
H37 -3.088 -0.783 1.421
H38 -1.817 2.300 -0.513
H39 -1.471 1.356 0.918
H40 -2.953 2.333 0.854

Mulliken population analysis, charges in e, atoms 1 to 5:
1 Ir 0.461
2 C -0.750
3 C -0.883
4 C -0.436
5 C 1.478



Below is a molecular structure, C38H40MgN6O3SeSi, with properties calculated with wB97M-V/def2-TZVPD.

Computed properties:
- Total charge: -2
- E_LUMO: 4.4 eV
- Frontier orbital gap: 6.0 eV
- Total energy: -133815.9665 eV

Positions of all 90 atoms, in Å:
Mg1 -0.252 -0.416 -0.709
C1 -3.052 -1.446 1.375
C2 -2.018 -1.962 2.333
C3 -2.321 -2.065 3.687
C4 -1.391 -2.546 4.593
C5 -0.139 -2.924 4.135
C6 0.199 -2.833 2.791
C7 1.585 -3.197 2.345
C8 -0.752 -2.354 1.878
N1 -0.410 -2.197 0.509
C9 -0.118 -3.323 -0.153
O1 -0.258 -4.502 0.201
C10 0.487 -3.077 -1.528
C11 0.850 -4.067 -2.429
C12 1.412 -3.664 -3.634
C13 1.622 -2.316 -3.910
C14 1.260 -1.397 -2.938
N2 0.705 -1.808 -1.813
C15 1.568 0.095 -2.989
O2 1.915 0.569 -4.077
N3 1.486 0.675 -1.778
C16 2.222 1.858 -1.587
C17 3.574 1.941 -1.997
C18 4.310 0.751 -2.546
C19 4.281 3.121 -1.810
C20 3.712 4.222 -1.191
C21 2.425 4.104 -0.696
C22 1.688 2.937 -0.857
C23 0.369 2.848 -0.150
H1 -3.948 -1.132 1.918
H2 -3.331 -2.197 0.636
H3 -2.700 -0.592 0.796
H4 -3.303 -1.752 4.028
H5 -1.633 -2.609 5.648
H6 0.611 -3.272 4.837
H7 2.237 -3.321 3.211
H8 2.001 -2.400 1.727
H9 1.576 -4.121 1.765
H10 0.683 -5.103 -2.173
H11 1.698 -4.410 -4.367
H12 2.064 -1.965 -4.832
H13 3.991 -0.162 -2.037
H14 5.383 0.875 -2.384
H15 4.120 0.612 -3.611
H16 5.316 3.159 -2.135
H17 4.276 5.137 -1.057
H18 1.975 4.926 -0.148
H19 -0.222 3.760 -0.269
H20 0.537 2.661 0.911
H21 -0.232 2.029 -0.517
O3 -3.082 -0.132 -3.980
C24 -2.392 -0.576 -3.042
N4 -1.675 0.118 -2.160
C25 -1.807 1.550 -2.374
C26 -2.544 2.239 -1.253
C27 -3.132 3.490 -1.448
C28 -3.721 4.132 -0.377
C29 -3.712 3.513 0.868
C30 -3.108 2.272 0.968
N5 -2.540 1.648 -0.061
C31 -2.366 -2.087 -2.943
C32 -2.172 -2.824 -4.111
C33 -2.223 -4.202 -4.042
C34 -2.478 -4.804 -2.817
C35 -2.662 -3.989 -1.714
N6 -2.610 -2.657 -1.768
H22 -0.818 2.018 -2.452
H23 -2.325 1.742 -3.317
H24 -3.116 3.937 -2.434
H25 -4.178 5.107 -0.505
H26 -4.148 3.984 1.738
H27 -3.064 1.750 1.919
H28 -1.991 -2.297 -5.038
H29 -2.061 -4.803 -4.930
H30 -2.515 -5.880 -2.710
H31 -2.832 -4.418 -0.732
C36 3.350 2.344 4.665
Si1 1.673 2.015 3.838
C37 1.112 3.729 3.242
C38 0.484 1.581 5.251
Se1 1.800 0.454 2.300
H32 3.284 3.115 5.441
H33 4.069 2.668 3.909
H34 3.736 1.425 5.114
H35 1.233 4.473 4.038
H36 0.061 3.721 2.940
H37 1.706 4.046 2.382
H38 0.629 2.223 6.128
H39 0.627 0.540 5.547
H40 -0.552 1.683 4.916

Mulliken population analysis, charges in e, atoms 1 to 5:
1 Mg 1.253
2 C -0.658
3 C 1.092
4 C -1.037
5 C -0.864



Below is 6 unconnected molecules or ions with the total composition C38H40N3PS at a distorted geometry, with properties calculated with wB97M-V/def2-TZVPD.

Computed properties:
- E_LUMO: -0.6 eV
- SMILES: CCP(C)[C@](C#N)(CC#N)N=C=S.c1ccccc1.c1ccccc1.c1ccccc1.c1ccccc1.c1ccccc1
- Frontier orbital gap: 8.2 eV
- Total energy: -64646.4340 eV

Positions of all 83 atoms, in Å:
C1 -1.806 2.394 -2.561
C2 -0.493 2.453 -3.399
P1 0.871 1.265 -2.842
C3 0.168 -0.432 -3.285
C4 1.168 1.413 -0.988
C5 2.315 0.473 -0.614
N1 3.152 -0.186 -0.274
C6 0.001 1.186 0.024
C7 -0.947 0.047 -0.255
N2 -1.695 -0.706 -0.612
N3 1.630 2.841 -0.782
C8 2.269 2.971 0.233
S1 2.887 2.950 1.690
H1 -1.697 2.781 -1.529
H2 -2.307 1.406 -2.591
H3 -2.528 3.095 -3.051
H4 -0.713 2.114 -4.437
H5 -0.083 3.482 -3.411
H6 0.626 -0.776 -4.232
H7 -0.938 -0.440 -3.300
H8 0.493 -1.121 -2.471
H9 -0.610 2.086 0.241
H10 0.470 0.945 1.009
C9 -7.075 0.768 -1.799
C10 -5.914 0.158 -1.342
C11 -4.812 0.042 -2.180
C12 -4.869 0.546 -3.473
C13 -6.028 1.160 -3.929
C14 -7.133 1.268 -3.094
H11 -7.935 0.855 -1.146
H12 -5.867 -0.229 -0.331
H13 -3.908 -0.439 -1.825
H14 -4.009 0.461 -4.127
H15 -6.070 1.553 -4.938
H16 -8.039 1.742 -3.452
C15 7.730 -2.268 3.324
C16 6.433 -2.762 3.379
C17 5.485 -2.332 2.460
C18 5.835 -1.413 1.478
C19 7.134 -0.922 1.421
C20 8.080 -1.346 2.346
H17 8.469 -2.602 4.043
H18 6.160 -3.484 4.141
H19 4.471 -2.712 2.507
H20 5.097 -1.082 0.758
H21 7.408 -0.207 0.654
H22 9.091 -0.958 2.303
C21 -5.395 6.553 -7.133
C22 -6.456 5.699 -6.859
C23 -6.255 4.571 -6.075
C24 -4.996 4.300 -5.557
C25 -3.935 5.156 -5.827
C26 -4.133 6.280 -6.619
H23 -5.550 7.431 -7.747
H24 -7.440 5.914 -7.258
H25 -7.082 3.901 -5.867
H26 -4.840 3.423 -4.941
H27 -2.952 4.945 -5.421
H28 -3.305 6.944 -6.834
C27 4.539 -6.167 3.943
C28 3.454 -6.998 4.189
C29 3.619 -8.154 4.941
C30 4.868 -8.474 5.457
C31 5.953 -7.642 5.214
C32 5.790 -6.491 4.454
H29 4.410 -5.267 3.354
H30 2.477 -6.745 3.793
H31 2.773 -8.805 5.127
H32 4.996 -9.373 6.047
H33 6.928 -7.891 5.617
H34 6.638 -5.844 4.261
C33 -0.462 1.134 6.263
C34 0.407 1.569 5.271
C35 0.367 0.990 4.010
C36 -0.551 -0.018 3.737
C37 -1.422 -0.450 4.728
C38 -1.376 0.123 5.992
H35 -0.428 1.583 7.248
H36 1.118 2.359 5.482
H37 1.051 1.326 3.238
H38 -0.587 -0.468 2.751
H39 -2.138 -1.235 4.514
H40 -2.052 -0.218 6.766

Mulliken population analysis, charges in e, atoms 1 to 5:
1 C -0.373
2 C -0.632
3 P -0.189
4 C -0.819
5 C 1.403